The following is a DFT calculation (wB97M-V/def2-TZVPD) of a molecular structure, C7H12F6MoN4O3PS.

```
35
Properties=species:S:1:pos:R:3
Mo -0.75 1.42 0.29
N -0.65 2.38 -1.69
C -0.07 1.44 -2.68
C -0.53 0.06 -2.28
O -0.27 -0.95 -2.84
N -1.29 0.10 -1.07
C -2.01 -1.10 -0.71
C -1.98 -1.16 0.79
O -2.18 -2.07 1.52
O -1.68 0.11 1.27
H -1.59 2.63 -2.00
H -0.12 3.25 -1.61
H 1.02 1.50 -2.63
H -0.39 1.66 -3.70
H -1.60 -1.99 -1.18
H -3.06 -1.01 -1.02
S 1.43 0.48 0.60
C 1.35 -1.26 0.29
N 0.94 -2.15 1.16
C 1.20 -3.52 0.68
C 1.76 -3.28 -0.74
N 1.86 -1.80 -0.78
H 0.60 -1.93 2.09
H 0.29 -4.11 0.68
H 1.93 -4.00 1.34
H 1.09 -3.62 -1.52
H 2.74 -3.72 -0.88
H 2.20 -1.27 -1.57
F 0.35 2.98 0.48
P -0.06 3.55 2.95
F 0.57 4.95 2.76
F -0.59 2.01 2.48
F -0.53 3.49 4.38
F -1.34 4.03 2.17
F 1.35 2.88 2.98
```

<S²> ... 0.763
Charge ... +2
Spin multiplicity ... 2



The following is a DFT calculation (wB97M-V/def2-TZVPD) of 3 unconnected molecules or ions with the total composition C5H11NO3.

```
20
Properties=species:S:1:pos:R:3
C 1.33 1.23 -0.77
C -0.81 1.67 -0.05
C -1.46 2.16 -1.30
O 2.02 0.76 0.20
H 1.89 -0.29 0.26
H 1.43 2.29 -0.95
H 1.03 0.58 -1.59
H -1.46 1.18 0.66
H -0.15 2.37 0.48
H -0.76 2.68 -1.96
H -2.27 2.85 -1.07
H -1.89 1.32 -1.85
C 0.13 -3.18 1.56
C 0.41 -1.93 0.77
N -0.72 -1.19 0.47
O -0.55 -0.36 -0.51
O 1.59 -1.66 0.44
H 0.44 -4.04 0.96
H 0.73 -3.18 2.47
H -0.93 -3.26 1.80
```

Charge ... 0



The following is a DFT calculation (wB97M-V/def2-TZVPD) of a gas-phase ion, C5H9N (charge +1) at a distorted geometry.

```
15
Properties=species:S:1:pos:R:3
C -1.05 -1.43 0.75
N 2.29 -0.06 -0.17
C 1.08 -0.63 -0.49
C -0.03 -0.37 0.38
C -0.81 1.83 -0.64
C -0.23 0.55 -0.94
H -0.75 -1.85 1.70
H -2.00 -0.91 0.90
H -1.06 -2.25 0.04
H 2.44 0.90 0.13
H 2.63 -0.69 0.56
H 0.22 0.27 1.22
H -1.86 1.92 -0.96
H -0.21 2.73 -0.72
H -0.64 -0.01 -1.77
```

<S²> ... 0.817
Charge ... +1
Spin multiplicity ... 2



Asked for energy relative to the best compared isomer or geometry (same formula, charge and spin) across the records above, the calculation gives 5.8, 159.9, 131.0 kcal/mol in order.
Asked for energy across the records above, the calculation gives -2125.26190, -477.37061, -250.15980 Ha in order.